Molecular formula: C16H29ClF2N2O10P2
Method: DFT, ωB97M-V/def2-TZVPD

As for the max |F|: 3.138 eV/A. The calculation puts the LUMO energy at 0.40 eV. The calculation puts the HOMO energy at -8.617 eV. As for the structure (SMILES): CCP(C)[C@@](OCCNC[C@@H](C)O)(OC(=O)Cl)[PH2]=N.O=C1OC[C@@H](F)O1.O=C1OC[C@@H](F)O1. For the total energy, the calculation gives -2831.55162 Eh. Its orbital gap is 9.013 eV.

Positions of all 62 atoms, in Å:
C  2.439  -0.654  0.749
C  2.187  0.813  1.083
P  1.359  1.799  -0.263
C  0.760  0.661  -1.558
C  -0.145  2.498  0.639
O  -1.000  2.962  -0.336
C  -2.033  3.850  0.080
C  -3.305  3.264  0.635
N  -4.168  2.697  -0.415
C  -5.465  2.261  0.133
C  -5.635  0.766  0.035
C  -6.998  0.339  0.528
O  -5.444  0.295  -1.271
O  -0.744  1.633  1.640
C  -1.029  0.358  1.308
O  -0.650  -0.597  1.974
Cl  -2.171  0.105  0.014
P  0.588  3.887  1.651
N  -0.161  4.252  2.974
H  2.470  -1.203  1.681
H  3.416  -0.781  0.312
H  1.669  -1.112  0.152
H  3.130  1.315  1.245
H  1.607  0.897  1.989
H  0.335  -0.273  -1.224
H  0.044  1.198  -2.161
H  1.617  0.465  -2.184
H  -1.677  4.599  0.782
H  -2.314  4.386  -0.817
H  -3.151  2.541  1.422
H  -3.828  4.105  1.093
H  -4.398  3.483  -1.006
H  -6.286  2.752  -0.382
H  -5.576  2.511  1.184
H  -4.914  0.325  0.723
H  -7.794  0.912  0.075
H  -7.020  0.424  1.606
H  -7.101  -0.712  0.307
H  -4.915  0.935  -1.749
H  0.671  4.957  0.745
H  1.900  3.466  1.927
H  -0.978  3.691  3.160
O  3.855  -5.327  -1.100
C  3.393  -5.202  -0.018
O  2.837  -6.197  0.701
C  2.533  -5.691  2.007
C  2.439  -4.206  1.748
F  2.855  -3.478  2.810
O  3.353  -4.027  0.671
H  3.349  -5.926  2.690
H  1.610  -6.124  2.381
H  1.450  -3.862  1.442
O  4.136  0.582  -2.707
C  4.373  -0.554  -2.931
O  3.455  -1.548  -2.916
C  4.083  -2.749  -3.395
C  5.540  -2.463  -3.120
F  6.360  -3.024  -4.042
O  5.603  -1.048  -3.239
H  3.897  -2.855  -4.465
H  3.710  -3.620  -2.868
H  5.876  -2.755  -2.124

Atom charges from the Mulliken analysis, given in e for atoms 1 to 2: -1.308 -0.782